Below is a molecular structure, C47H54N2O5PSSiV at a distorted geometry, with properties calculated with ωB97M-V/def2-TZVPD.

As for the multiplicity: 1. The calculation puts the orbital gap at 6.0 eV. Its charge is +2.

CARTESIAN COORDINATES (ANGSTROEM)
V: 0.06282 -0.13270 0.12600
S: 1.60415 -0.41442 1.73553
P: 1.04058 2.20309 -0.20227
Si: 4.96152 -1.30174 1.78038
O: 0.62689 3.67492 0.32264
O: -0.24040 -1.68061 -0.18457
O: -1.23728 0.52333 0.74000
O: 2.39090 2.06374 0.60691
O: 1.64682 2.46824 -1.68629
N: -1.32817 0.02938 -1.78479
N: 1.78854 -0.35607 -0.80853
C: 0.32991 -3.92632 -0.88982
C: 0.00325 -5.08340 -1.58800
C: 0.78847 -6.21396 -1.45823
C: 3.36411 3.13294 0.71755
C: -3.20149 -4.64806 0.98696
C: 3.21343 3.88493 2.02741
C: -4.45247 -1.77123 1.86506
C: 3.98157 -2.44469 2.93688
C: -3.13661 -3.11423 -1.31675
C: 1.02068 2.89677 -2.90086
C: 5.40719 0.38792 2.52728
C: -3.74728 2.70228 2.25328
C: -3.81116 3.59171 3.31351
C: -5.79458 -0.55793 0.29587
C: -0.61597 -2.71456 -0.97503
C: -2.41620 1.19041 0.68823
C: -1.32475 -0.94762 -2.69286
C: -4.76501 0.34726 0.10453
C: -1.99037 -3.24542 -0.54927
C: -4.30194 -3.76430 -0.94260
C: 2.35823 -0.33840 -2.00953
C: 2.22826 -5.04630 0.05606
C: -2.24439 1.00107 -1.84873
C: -1.35406 2.63834 2.46879
C: 6.45036 -2.21715 1.03944
C: 2.53904 -0.60069 0.27664
C: -3.56699 0.18910 0.78919
C: -3.41559 -0.87733 1.66858
C: -2.51627 2.21710 1.83315
C: 4.47034 -0.85675 -1.04190
C: -2.04061 -3.99125 0.62654
C: -2.09313 -0.84511 -3.85235
C: -5.64099 -1.61866 1.17005
C: -2.65344 4.02733 3.93431
C: -3.07080 1.13696 -2.96079
C: 0.38520 6.04270 0.14927
C: -0.26966 4.69560 -0.11676
C: -4.33190 -4.55210 0.19254
C: -2.93993 0.23727 -4.00864
C: 1.89782 -6.20143 -0.62816
C: -2.37347 1.94432 -0.68498
C: 3.70901 -0.57398 -2.17003
C: 1.45128 -3.90632 -0.07493
C: 1.54893 4.26613 -3.30235
C: 3.89935 -0.89358 0.22290
C: -1.42598 3.55632 3.50319
C: -0.51278 -2.18412 -2.44402
H: 1.26687 5.02747 -2.58183
H: 4.52094 0.92979 2.84318
H: -2.03609 -1.61730 -4.60412
H: 1.16079 4.54875 -4.27618
H: -4.77254 3.93899 3.65311
H: 1.39221 6.06461 -0.26146
H: 1.71792 -0.12047 -2.85668
H: 2.49218 -7.09296 -0.50567
H: 2.63351 4.23595 -3.36352
H: -0.88360 -5.12122 -2.20463
H: 5.94631 1.00549 1.81382
H: 3.08706 -5.03451 0.70766
H: 0.55247 -1.99330 -2.61837
H: -0.07090 2.88872 -2.79634
H: -2.70438 4.71259 4.76526
H: 6.04683 0.27668 3.39645
H: 7.05427 -2.65855 1.82317
H: -4.65906 2.37667 1.77678
H: -0.51720 3.89353 3.97549
H: -0.38746 2.24299 2.17081
H: -3.51507 0.35450 -4.91403
H: -3.13084 -2.53277 -2.22476
H: 0.52416 -7.10803 -1.99836
H: -6.44918 -2.31492 1.32316
H: -5.22807 -5.08984 0.45805
H: -3.26068 2.56717 -0.79665
H: -1.49726 2.59424 -0.64763
H: 3.26750 3.80676 -0.13656
H: -0.83051 -2.97815 -3.11887
H: -0.19997 6.82794 -0.31913
H: -1.15444 -4.08644 1.23912
H: -0.47840 4.59442 -1.18584
H: -4.92159 1.18117 -0.56130
H: 2.26273 4.40895 2.06349
H: 6.14203 -3.02253 0.37837
H: -4.33325 -2.58214 2.56547
H: 3.82296 -3.42317 2.49220
H: 7.10099 -1.55425 0.47804
H: -3.79541 1.93687 -3.00859
H: -2.48549 -0.98621 2.21928
H: 5.52618 -1.04809 -1.14394
H: 4.15186 -0.54741 -3.15295
H: 4.54041 -2.59496 3.85493
H: -5.18261 -3.67196 -1.55732
H: 0.44042 6.24013 1.21523
H: -6.72476 -0.41901 -0.23228
H: 3.01253 -2.03819 3.20969
H: -1.20022 4.60781 0.45614
H: 3.26853 3.20331 2.87328
H: 4.33382 2.63300 0.67196
H: 1.69850 -3.01146 0.48384
H: -3.21355 -5.25453 1.87812
H: 1.29509 2.16435 -3.66748
H: 4.01843 4.61077 2.11272